[1]
# C15H48N6O15

A cluster of 9 separate species, C15H48N6O15 in total at a distorted geometry (ωB97M-V with the def2-TZVPD basis set, the Open Molecules 2025 dataset).

## Properties
F_max, eV Å⁻¹: 5.45
Structure (SMILES): NC(N)=O.NC(N)=O.NC(N)=O.OCCO.OCCO.OCCO.OCCO.OCCO.OCCO
Frontier orbital gap, eV: 9.67
DFT total energy, eV: -55981.9353
Energy above the lowest of the compared OMol25 structures with the same formula, charge and spin, kcal per mole: 117.4
E_LUMO, eV: 0.0
Total charge: 0

XYZ file:
```
84
Properties=species:S:1:pos:R:3:forces:R:3:mulliken_charge:R:1
N 2.0984 -3.7588 -3.7396 -2.515 2.335 -2.944 -0.370
C 3.1375 -4.1545 -3.0475 2.638 1.302 1.527 0.731
N 2.7849 -5.2492 -2.3946 0.435 -2.375 1.544 -0.378
O 4.2288 -3.5726 -2.8878 -1.425 -0.597 -0.719 -0.675
H 1.2678 -4.3275 -3.8217 0.365 0.175 -0.042 0.149
H 2.0999 -2.9397 -4.3306 0.347 -0.189 0.214 0.188
H 3.4537 -5.6092 -1.7289 -0.502 -0.160 -0.058 0.200
H 1.8096 -5.5107 -2.4134 0.591 -0.432 0.528 0.162
N -1.8372 -1.1884 -5.1654 -0.917 -2.710 4.638 -0.338
C -1.7072 -0.6795 -6.3676 0.382 -1.960 -2.314 0.669
N -1.2977 0.5508 -6.2807 1.216 4.325 -0.331 -0.369
O -1.8141 -1.2677 -7.4362 -0.513 -0.262 0.169 -0.660
H -1.5289 -0.7574 -4.3056 0.125 0.683 -0.572 0.125
H -2.1697 -2.0962 -4.8732 -0.176 -0.085 -1.329 0.200
H -1.2628 1.0264 -5.3904 0.054 0.069 -0.495 0.165
H -1.0192 1.0282 -7.1261 -0.155 -0.063 0.314 0.210
N 8.0795 1.8963 4.0688 2.837 1.213 2.731 -0.417
C 6.9512 1.8733 3.4076 -2.982 -0.025 0.340 0.615
N 7.0524 1.0127 2.4254 -0.537 -2.537 -4.052 -0.393
O 5.8892 2.4157 3.6894 0.489 0.527 0.293 -0.643
H 8.0807 2.4172 4.9341 0.334 0.065 -0.302 0.228
H 8.9380 1.7541 3.5562 -0.132 0.133 0.453 0.217
H 7.7698 0.3064 2.3442 -0.081 0.383 0.297 0.193
H 6.2514 0.8408 1.8348 0.030 0.231 0.220 0.199
O 3.2979 -0.3518 -0.3310 -0.382 -0.050 0.563 -0.505
C 2.0509 0.2637 -0.5920 -1.248 -0.160 -0.263 -0.424
C 0.7060 -0.4100 0.0682 1.081 1.026 -1.684 -0.303
O -0.4556 -0.2338 -0.7789 0.814 0.162 0.196 -0.492
H 3.4250 -0.9569 -1.0654 0.331 -0.276 0.124 0.310
H 2.0712 1.3180 -0.3161 0.248 -0.031 0.580 0.289
H 2.0056 0.3283 -1.6791 -0.917 -0.299 -0.200 0.288
H 0.4691 0.1595 0.9669 0.445 -0.691 0.491 0.264
H 0.8410 -1.4869 0.1690 0.100 0.205 0.420 0.285
H -0.7333 0.6608 -0.5687 -0.412 0.056 -0.317 0.280
O -2.4762 5.2052 -0.6475 -0.194 -0.252 0.857 -0.493
C -3.5479 6.1314 -0.4346 0.836 -0.146 -0.988 -0.488
C -3.6659 6.9036 -1.7639 0.015 0.643 2.099 -0.195
O -2.6611 7.9585 -1.7042 -0.327 -0.634 -0.339 -0.498
H -1.6995 5.7196 -0.4159 0.345 -0.261 -0.083 0.282
H -4.4755 5.6457 -0.1316 0.098 -0.505 -0.388 0.326
H -3.2853 6.7774 0.4032 -0.101 0.402 -0.173 0.281
H -4.7098 7.2157 -1.7320 0.062 0.766 -0.883 0.314
H -3.4217 6.2264 -2.5824 -0.264 0.169 -0.004 0.204
H -3.0051 8.8490 -1.8056 -0.384 -0.212 -0.089 0.273
O -5.8848 -1.4956 1.0681 0.442 1.087 -0.725 -0.491
C -6.6879 -0.6150 0.2313 -0.901 -2.223 0.522 -0.416
C -6.4730 -0.6977 -1.2681 0.109 0.034 0.448 -0.326
O -6.7223 -2.0128 -1.8206 0.876 1.215 0.393 -0.502
H -6.4302 -2.2090 1.4077 -0.038 0.148 -0.202 0.299
H -7.6802 -1.0531 0.3387 -0.622 0.703 0.269 0.275
H -6.6691 0.4182 0.5780 0.192 -0.086 0.119 0.265
H -5.4885 -0.2730 -1.4644 0.309 -0.916 -0.621 0.321
H -7.1634 0.0351 -1.6859 -0.237 0.044 -0.192 0.273
H -7.6506 -2.2031 -1.6670 -0.122 -0.007 -0.012 0.301
O 0.4278 -8.4250 -0.0793 -0.138 0.067 0.337 -0.525
C -0.6145 -7.8820 0.7754 2.035 -0.281 -0.279 -0.384
C 0.0150 -7.0192 1.9531 -1.400 -0.536 -2.338 -0.313
O -1.0691 -6.2196 2.4125 0.572 -0.296 0.807 -0.484
H 0.6495 -9.3173 0.1969 0.018 0.022 0.063 0.285
H -1.2268 -7.3438 0.0519 -0.171 0.487 0.691 0.234
H -1.1747 -8.7183 1.1935 -0.316 0.131 0.131 0.362
H 0.7966 -6.3600 1.5755 -0.099 -0.078 -0.013 0.291
H 0.4369 -7.7240 2.6696 -0.027 0.237 0.383 0.231
H -1.6223 -6.8526 2.8761 -0.460 0.291 0.218 0.303
O 4.0615 5.6238 -3.4361 -0.350 0.023 1.231 -0.512
C 3.6391 6.1661 -2.1465 -0.324 -1.176 -0.016 -0.312
C 2.2542 6.7020 -2.3956 -0.964 2.208 -1.234 -0.300
O 1.5954 7.2973 -1.2852 0.610 -0.321 0.931 -0.541
H 4.4144 4.7457 -3.2751 0.073 -0.055 -0.080 0.302
H 3.4328 5.4602 -1.3420 0.517 -0.985 -0.224 0.238
H 4.4695 6.7432 -1.7397 -0.572 0.959 -0.255 0.288
H 1.5717 5.9789 -2.8421 0.544 -0.778 0.133 0.251
H 2.2960 7.4798 -3.1582 0.366 0.133 -0.364 0.285
H 0.6880 7.4944 -1.5289 0.021 -0.002 -0.131 0.293
O -1.3390 -2.8861 6.3983 -1.316 0.143 0.718 -0.516
C -0.3215 -1.9612 6.7304 0.024 -0.562 0.583 -0.331
C -0.7058 -0.9796 7.9100 -0.369 -1.699 0.277 -0.395
O -1.1139 -1.5269 9.2420 0.312 0.494 -2.043 -0.505
H -1.2287 -3.3428 5.5611 0.468 0.336 -0.038 0.292
H 0.5422 -2.5859 6.9578 0.515 0.398 0.414 0.297
H -0.0753 -1.3780 5.8430 0.101 0.505 0.167 0.295
H -1.5858 -0.4382 7.5627 0.172 0.219 0.253 0.273
H 0.1608 -0.3387 8.0729 -0.117 0.212 -0.169 0.298
H -0.5097 -2.2199 9.5181 0.211 -0.057 -0.184 0.290
```
Forces are in eV/Å.

---

[2]
# H10O5

A cluster of 5 separate species, H10O5 in total at a distorted geometry (ωB97M-V with the def2-TZVPD basis set, the Open Molecules 2025 dataset).

## Properties
F_max, eV Å⁻¹: 1.73
Structure (SMILES): O.O.O.O.O
Frontier orbital gap, eV: 11.15
DFT total energy, eV: -10399.6928
Energy above the lowest of the compared OMol25 structures with the same formula, charge and spin, kcal per mole: 26.7
E_LUMO, eV: 0.1
Total charge: 0

XYZ file:
```
15
Properties=species:S:1:pos:R:3:forces:R:3:mulliken_charge:R:1
O -0.8553 0.4121 0.3855 -0.054 -0.099 0.791 -0.664
H -1.3372 0.9640 1.0064 -0.412 0.595 -0.223 0.281
H -0.5353 -0.2331 1.0354 0.303 -0.649 -0.109 0.324
O 1.6138 1.8235 0.3222 0.157 -0.082 0.274 -0.638
H 1.2708 2.4355 -0.3134 0.282 1.101 -0.674 0.296
H 0.8490 1.2488 0.3184 -0.256 -0.855 0.343 0.392
O -1.8090 0.5543 -2.2766 -0.122 -0.012 -1.097 -0.615
H -1.0222 0.3350 -2.7944 -0.330 0.172 0.263 0.281
H -1.5420 0.5487 -1.3630 0.359 -0.149 0.651 0.366
O 0.1917 -1.2979 2.5139 0.820 -0.083 0.336 -0.666
H 0.0915 -2.2123 2.8449 0.236 0.769 -0.255 0.312
H 1.0986 -0.9901 2.7572 -1.070 -0.554 -0.247 0.333
O 0.9904 -1.3059 -1.4109 0.176 0.085 -0.518 -0.605
H 0.2818 -1.3534 -0.7439 0.095 0.328 -1.165 0.322
H 0.7134 -0.9291 -2.2816 -0.186 -0.567 1.629 0.281
```
Forces are in eV/Å.

---

[3]
# C2H5FN2

A structure of composition C2H5FN2 at a distorted geometry (ωB97M-V with the def2-TZVPD basis set, the Open Molecules 2025 dataset).

## Properties
F_max, eV Å⁻¹: 4.81
Frontier orbital gap, eV: 9.89
DFT total energy, eV: -7849.6020
Energy above the lowest of the compared OMol25 structures with the same formula, charge and spin, kcal per mole: 63.5
E_LUMO, eV: 0.7
Total charge: 0

XYZ file:
```
10
Properties=species:S:1:pos:R:3:forces:R:3:mulliken_charge:R:1
C -0.1929 1.0365 -0.1492 -2.724 0.607 -1.006 -0.056
C 0.9313 0.3648 0.4319 1.348 -1.407 3.983 -0.286
H -2.1513 -1.3495 -0.1976 2.458 0.736 1.254 0.280
H -0.4013 -1.4456 0.2385 -0.732 0.814 -0.931 0.207
H -0.1780 2.0765 -0.4610 0.074 -0.073 0.263 0.382
H 1.7044 1.1610 0.9201 -1.626 -2.356 -1.272 0.222
H 0.2961 -0.4087 1.3314 2.655 2.735 -1.820 0.271
N -1.2496 -0.8673 0.1563 -4.425 -1.614 -0.963 -0.292
N -1.3763 0.4527 -0.1875 3.721 -0.724 -0.129 -0.450
F 1.6311 -0.6155 -0.3678 -0.751 1.281 0.622 -0.279
```
Forces are in eV/Å.

---

[4]
# H2I3P2

A structure of composition H2I3P2 at a distorted geometry (ωB97M-V with the def2-TZVPD basis set, the Open Molecules 2025 dataset).

## Properties
F_max, eV Å⁻¹: 1.30
Frontier orbital gap, eV: 6.78
DFT total energy, eV: -42903.8957
Energy above the lowest of the compared OMol25 structures with the same formula, charge and spin, kcal per mole: 32.3
E_LUMO, eV: -6.7
Total charge: +1

XYZ file:
```
7
Properties=species:S:1:pos:R:3:forces:R:3:mulliken_charge:R:1
P 0.8593 0.0036 -1.5610 -0.207 0.047 1.253 -0.047
P 1.8896 0.4239 0.3839 1.068 0.442 -0.592 0.133
I 6.3361 -0.0162 -0.0222 -0.475 -0.281 -0.030 0.163
I 4.1904 -1.6147 -0.0924 -0.104 0.741 0.104 0.232
I 3.1416 2.4850 0.0054 -0.730 -1.043 0.083 0.211
H 0.6066 -1.3138 -0.9778 -0.214 0.773 -0.317 0.139
H -0.2536 0.6983 -0.8599 0.661 -0.678 -0.499 0.169
```
Forces are in eV/Å.

---

[5]
# C2H3N2OP

An isolated molecule of C2H3N2OP at a distorted geometry (ωB97M-V with the def2-TZVPD basis set, the Open Molecules 2025 dataset).

## Properties
F_max, eV Å⁻¹: 4.46
Frontier orbital gap (spin up / spin down), eV: 7.31 / 7.35
DFT total energy, eV: -16432.2489
Energy above the lowest of the compared OMol25 structures with the same formula, charge and spin, kcal per mole: 142.9
E_LUMO (spin up / spin down), eV: -0.8 / -0.8
Total charge: 0

XYZ file:
```
9
Properties=species:S:1:pos:R:3:forces:R:3:mulliken_charge:R:1
C 1.1785 -0.1925 0.1424 1.736 1.133 -0.460 0.076
C 1.0469 -1.5086 -0.0534 -4.173 1.541 0.365 -0.548
N 0.2214 0.7940 0.0021 0.066 0.383 1.144 -0.743
N -1.0200 0.4348 0.0983 1.053 -0.727 -0.591 0.745
O -1.8920 1.4931 0.0967 -0.612 0.030 0.181 -0.472
P -1.6638 -1.0932 0.1232 2.796 -1.032 -0.265 -0.071
H 2.1822 0.3847 0.3665 -1.636 -1.566 -0.725 0.288
H 1.4250 -2.4743 -0.3160 0.378 0.041 0.437 0.345
H -1.4782 2.1619 -0.4597 0.391 0.198 -0.085 0.381
```
Forces are in eV/Å.

---

[6]
# CHFN5

The ion CHFN5 with charge -1 at a distorted geometry (ωB97M-V with the def2-TZVPD basis set, the Open Molecules 2025 dataset).

## Properties
F_max, eV Å⁻¹: 12.03
Spin multiplicity: 3
Frontier orbital gap (spin up / spin down), eV: 6.78 / 6.80
DFT total energy, eV: -11214.6670
⟨S²⟩: 2.014
Energy above the lowest of the compared OMol25 structures with the same formula, charge and spin, kcal per mole: 24.0
E_LUMO (spin up / spin down), eV: 4.8 / 1.3
Total charge: -1

XYZ file:
```
8
Properties=species:S:1:pos:R:3:forces:R:3:mulliken_spin:R:1
C -0.0660 -0.1267 0.0246 2.150 -3.125 -0.674 -0.030
N -0.8789 -0.3095 1.0463 -1.389 0.138 -0.250 0.075
N -0.5475 0.6857 -0.9228 -0.135 0.102 -0.049 0.092
N -1.9918 0.4393 0.6756 1.381 -0.901 1.891 0.017
N -1.7572 1.0555 -0.4135 1.067 0.053 -1.486 0.031
N 1.2859 -0.9272 -0.1961 -10.532 2.621 -5.196 1.320
F 2.3021 -0.4220 0.7677 7.021 2.296 6.560 0.473
H 1.6535 -0.3950 -0.9818 0.437 -1.184 -0.795 0.022
```
Forces are in eV/Å.

---

[7]
# H5N2OPS

A cluster of 2 separate species, H5N2OPS in total at a distorted geometry (ωB97M-V with the def2-TZVPD basis set, the Open Molecules 2025 dataset).

## Properties
F_max, eV Å⁻¹: 4.19
Structure (SMILES): NP(=O)=S.N
Frontier orbital gap, eV: 9.52
DFT total energy, eV: -25233.6552
Energy above the lowest of the compared OMol25 structures with the same formula, charge and spin, kcal per mole: 30.6
E_LUMO, eV: 0.0
Total charge: 0

XYZ file:
```
10
Properties=species:S:1:pos:R:3:forces:R:3:mulliken_charge:R:1
N 1.7783 -0.0479 -1.1628 -0.087 -0.852 0.952 -0.460
P 1.2040 -1.4878 -0.5096 0.115 -0.131 -2.307 0.826
O 1.6654 -2.0091 0.7612 0.130 0.504 0.606 -0.519
S 0.2637 -2.4232 -1.9513 0.294 0.691 1.277 -0.379
H 1.4287 -0.1586 -2.0890 -0.013 0.600 -0.988 0.228
H 2.6661 0.4645 -1.1015 -0.662 -0.680 0.565 0.276
N -1.3268 0.3748 0.6854 1.484 2.363 -2.967 -0.678
H -2.2853 0.1307 0.6529 -1.186 -0.437 -0.698 0.222
H -1.1561 1.2117 -0.0946 -0.741 -2.785 3.043 0.263
H -1.2681 0.7419 1.6127 0.667 0.728 0.517 0.222
```
Forces are in eV/Å.

---

[8]
# C3H5NOS

An isolated molecule of C3H5NOS at a distorted geometry (ωB97M-V with the def2-TZVPD basis set, the Open Molecules 2025 dataset).

## Properties
F_max, eV Å⁻¹: 1.41
Structure (SMILES): CNC(=O)C=S
Frontier orbital gap, eV: 8.21
DFT total energy, eV: -17564.4191
Energy above the lowest of the compared OMol25 structures with the same formula, charge and spin, kcal per mole: 19.6
E_LUMO, eV: -1.1
Total charge: 0

XYZ file:
```
11
Properties=species:S:1:pos:R:3:forces:R:3:mulliken_charge:R:1
C -0.2985 2.5308 -0.1767 0.341 0.780 -0.634 -0.779
N 0.0861 1.1410 -0.2341 0.903 -0.462 -0.554 -0.151
C -0.6129 0.1763 0.3946 -0.521 0.126 0.338 0.673
O -1.6271 0.3562 1.0704 0.845 -0.142 -0.560 -0.618
C -0.0823 -1.2367 0.2441 0.076 0.319 -0.053 -0.256
S 1.2075 -1.7052 -0.5770 0.073 0.067 -0.077 -0.271
H -1.1947 2.6232 0.4264 -0.147 -0.077 -0.107 0.303
H -0.4714 2.9422 -1.2062 0.030 -0.376 0.901 0.265
H 0.4820 3.1461 0.3033 -0.193 -0.288 -0.202 0.278
H 0.9298 0.8534 -0.7753 -1.155 0.280 0.762 0.207
H -0.6891 -1.9403 0.7880 -0.252 -0.227 0.186 0.348
```
Forces are in eV/Å.

---

[9]
# C3H6N2S2

An isolated molecule of C3H6N2S2 at a distorted geometry (ωB97M-V with the def2-TZVPD basis set, the Open Molecules 2025 dataset).

## Properties
F_max, eV Å⁻¹: 4.24
Structure (SMILES): CN/N=C/SC=S
Frontier orbital gap, eV: 8.22
DFT total energy, eV: -27856.0466
Energy above the lowest of the compared OMol25 structures with the same formula, charge and spin, kcal per mole: 70.3
E_LUMO, eV: -0.1
Total charge: 0

XYZ file:
```
13
Properties=species:S:1:pos:R:3:forces:R:3:mulliken_charge:R:1
C 3.8743 0.0728 0.2195 -2.695 1.672 -0.888 -0.798
N 2.7353 -0.8616 -0.0449 3.103 -2.890 -0.045 -0.090
N 1.4971 -0.5513 -0.3423 -0.540 -0.065 0.094 -0.422
C 1.0194 0.5537 0.0582 0.432 1.485 2.161 0.033
S -0.6819 1.0229 -0.1538 -0.662 0.142 0.050 -0.052
C -1.7143 -0.3644 0.1366 0.065 -0.775 -0.916 -0.213
S -3.3485 -0.4421 0.0807 0.969 0.561 0.220 -0.202
H 3.7326 0.9957 -0.5053 0.391 -1.668 1.417 0.282
H 3.8798 0.4561 1.2744 0.279 -0.460 -0.933 0.249
H 4.7261 -0.4891 -0.0899 0.844 -0.042 0.241 0.346
H 3.0603 -1.8926 -0.2495 -1.408 3.123 0.187 0.291
H 1.5591 1.2754 0.8415 -0.928 -1.478 -2.007 0.273
H -1.1740 -1.3202 0.1229 0.150 0.396 0.419 0.303
```
Forces are in eV/Å.